[1]
Here is the molecule C17H18ClNO4S from the OMol25 dataset. Energies are from ωB97M-V with the def2-TZVPD basis set.

Element x y z (Å)
C  1.68611  0.32575  3.63284
C  0.58151  0.78672  2.73050
C  -0.00613  2.03254  2.89441
C  -1.02737  2.46496  2.05773
C  -1.66504  3.80618  2.25460
C  -1.46660  1.62737  1.04259
C  -0.88704  0.37965  0.86410
N  -1.32299  -0.40899  -0.22166
C  -1.42382  -1.84659  -0.07394
C  -2.77062  -2.31338  -0.62674
C  -3.89960  -1.78386  0.22495
O  -3.84318  -1.57432  1.40625
O  -5.01098  -1.58779  -0.48926
S  -0.77296  0.13965  -1.70362
O  -1.12546  1.51662  -1.84818
O  -1.20582  -0.79211  -2.70244
C  1.00239  0.00607  -1.49220
C  1.65579  -1.14195  -1.89820
C  2.99630  -1.30993  -1.59510
C  3.65497  -0.32154  -0.87612
Cl  5.31807  -0.53402  -0.47554
C  3.00096  0.83662  -0.47703
C  1.66220  0.99676  -0.78781
C  0.13801  -0.03680  1.70465
H  1.30681  -0.40983  4.34198
H  2.48071  -0.14475  3.05667
H  2.10259  1.15736  4.19509
H  0.33952  2.68088  3.68715
H  -2.56741  3.70169  2.85722
H  -0.99157  4.48734  2.76918
H  -1.94844  4.23836  1.29818
H  -2.24579  1.93989  0.36732
H  -0.60997  -2.35199  -0.60494
H  -1.37462  -2.08702  0.99024
H  -2.81933  -3.40446  -0.61175
H  -2.89539  -1.96964  -1.65270
H  -5.72582  -1.24996  0.07405
H  1.11176  -1.88175  -2.46432
H  3.52658  -2.19590  -1.90690
H  3.53282  1.59625  0.07332
H  1.12350  1.88571  -0.50268
H  0.60501  -1.00002  1.55613

Values from the calculation:
- Highest occupied orbital energy: -8.921 eV
- Structure (SMILES): Cc1cc(C)cc(N(CCC(=O)O)S(=O)(=O)c2ccc(Cl)cc2)c1
- Total charge: 0
- HOMO-LUMO gap: 9.395 eV



[2]
Here is a structure of composition C42H36N2P2Sc from the OMol25 dataset. Energies are from ωB97M-V with the def2-TZVPD basis set.

Element x y z (Å)
Sc  -0.01494  -0.29387  0.41676
C  2.13803  2.41849  0.86738
P  2.19077  0.70660  1.52442
C  3.90343  0.27240  1.84094
C  4.80441  0.31561  0.77726
C  6.12636  -0.04733  0.97418
C  6.55152  -0.46209  2.22952
C  5.65468  -0.51838  3.28525
C  4.32923  -0.15374  3.09477
C  1.31635  0.77832  3.10806
C  1.55419  1.76244  4.06745
C  0.81804  1.78196  5.24088
C  -0.17425  0.83206  5.46194
C  -0.44881  -0.12956  4.50477
C  0.30208  -0.15147  3.33666
C  0.71422  2.77622  0.57119
C  0.08065  3.98386  0.62427
C  -1.27795  3.75860  0.24062
C  -1.40381  2.42633  -0.01514
C  -2.62126  1.60751  -0.32040
P  -2.64232  0.22502  0.90278
C  -3.96130  -0.91180  0.45622
C  -4.96354  -0.54643  -0.43909
C  -5.99457  -1.42981  -0.72852
C  -6.03692  -2.67006  -0.10795
C  -5.03904  -3.03918  0.78427
C  -3.99795  -2.16765  1.05836
C  -3.15532  1.02721  2.45291
C  -2.35378  2.02313  3.01472
C  -2.77246  2.68892  4.15552
C  -3.97236  2.34969  4.76534
C  -4.75886  1.34233  4.22571
C  -4.35842  0.68914  3.06901
N  -0.18114  1.78337  0.18624
H  2.76166  2.42734  -0.03273
H  2.59317  3.11789  1.57324
H  4.48003  0.62043  -0.21068
H  6.82136  -0.00985  0.14693
H  7.58492  -0.74073  2.38315
H  5.98421  -0.84460  4.26221
H  3.63570  -0.20343  3.92470
H  2.32577  2.50421  3.90379
H  1.01487  2.53864  5.98743
H  -0.74471  0.85187  6.38030
H  -1.23570  -0.85382  4.66201
H  0.11150  -0.97948  2.64282
H  0.52724  4.92490  0.89950
H  -2.06878  4.48910  0.19290
H  -2.62383  1.18957  -1.33321
H  -3.52877  2.20587  -0.20447
H  -4.95095  0.42540  -0.91370
H  -6.76753  -1.14395  -1.42805
H  -6.85037  -3.35101  -0.31789
H  -5.06424  -4.01199  1.25590
H  -3.20707  -2.47859  1.73222
H  -1.39803  2.28504  2.57706
H  -2.15191  3.47028  4.57332
H  -4.29244  2.86607  5.65976
H  -5.69396  1.07129  4.69638
H  -4.99528  -0.07946  2.64934
C  4.09928  -4.30632  0.73788
C  3.41546  -4.42509  -0.46686
C  2.21018  -3.77055  -0.66285
C  1.67316  -2.98352  0.34974
C  2.34106  -2.89107  1.56463
C  3.55509  -3.53878  1.75620
N  0.49992  -2.21889  0.12693
C  -0.59006  -2.84872  -0.52939
C  -0.97266  -4.16240  -0.24567
C  -2.04754  -4.72861  -0.90642
C  -2.79218  -3.99705  -1.83406
C  -2.43923  -2.68851  -2.10168
C  -1.33349  -2.13361  -1.46365
H  5.04181  -4.81463  0.88372
H  3.83062  -5.02309  -1.26652
H  1.68684  -3.86383  -1.60779
H  1.90538  -2.32140  2.37845
H  4.06585  -3.44442  2.70455
H  -0.40190  -4.73940  0.47216
H  -2.31727  -5.75514  -0.69652
H  -3.63203  -4.44824  -2.34245
H  -2.99403  -2.10083  -2.82016
H  -1.03816  -1.12373  -1.76191

Values from the calculation:
- Highest occupied orbital energy: -10.236 eV
- Total charge: +1
- HOMO-LUMO gap: 7.355 eV



[3]
Here is a cluster of 2 separate species, H7N2 in total from the OMol25 dataset. Energies are from ωB97M-V with the def2-TZVPD basis set.

Element x y z (Å)
N  1.34135  0.31825  -0.16204
H  1.60926  1.25793  -0.06147
H  0.29990  0.53788  0.03101
H  1.51663  0.07411  -1.17002
H  1.74285  -0.15587  0.55128
N  -1.35094  -0.46698  0.21149
H  -1.89922  -0.11092  -0.48225
H  -1.61408  -0.08374  1.14317
H  -1.64574  -1.37067  -0.06118

Values from the calculation:
- Highest occupied orbital energy: -15.523 eV
- Total charge: +1
- HOMO-LUMO gap: 11.520 eV



[4]
Here is a structure of composition C24H43N2OP3Ti from the OMol25 dataset. Energies are from ωB97M-V with the def2-TZVPD basis set.

Element x y z (Å)
Ti  0.15864  0.37251  -0.18319
P  -0.74651  2.55053  -1.19223
P  -0.94334  -0.69909  -2.19069
P  0.83938  0.65303  2.34775
H  1.17185  -4.99321  -1.25493
C  1.27570  -4.50033  -0.27256
C  1.18650  -5.46769  0.84056
H  0.31939  -6.11284  0.91561
C  0.08822  3.03845  -2.74914
C  -2.45788  3.11124  -1.55355
C  -0.17438  3.86424  -0.05683
C  -0.99578  -2.51957  -2.18956
C  -2.73842  -0.34565  -2.35917
C  -0.31404  -0.34012  -3.86467
C  1.20175  -0.98885  3.05878
C  -0.29363  1.35893  3.59686
C  2.36960  1.57697  2.70773
H  2.28908  -4.06108  -0.23640
H  2.01670  -5.54332  1.53257
H  0.46560  4.06541  -2.64458
H  -0.62282  3.00326  -3.58484
H  0.93155  2.37341  -2.96599
H  -2.49678  4.20482  -1.44756
H  -3.17937  2.66792  -0.85765
H  -2.73613  2.84694  -2.58133
H  -0.54915  4.82904  -0.43012
H  0.92304  3.88607  -0.01862
H  -0.56029  3.69986  0.95827
H  -1.76802  -2.87309  -2.88622
H  -1.23954  -2.89401  -1.18821
H  -0.02104  -2.92006  -2.49153
H  -3.09523  -0.80223  -3.29291
H  -2.93433  0.73180  -2.38025
H  -3.28856  -0.78191  -1.51722
H  -0.87399  -0.93724  -4.59738
H  0.74677  -0.61513  -3.90842
H  -0.41326  0.72432  -4.10477
H  1.58174  -0.88061  4.08509
H  1.95495  -1.49365  2.43860
H  0.28959  -1.59969  3.06159
H  0.25787  1.54678  4.52997
H  -1.11930  0.66593  3.79988
H  -0.70832  2.30606  3.22724
H  2.55621  1.57145  3.79114
H  2.25432  2.61179  2.36103
H  3.22062  1.12771  2.18211
C  3.05669  1.27133  -0.70626
C  3.62526  2.39111  -1.33966
C  5.00384  2.44143  -1.51622
C  5.82196  1.40601  -1.05058
C  5.25822  0.30965  -0.39354
C  3.87851  0.22736  -0.21509
O  1.71762  1.20956  -0.55640
H  0.54678  -3.64175  -0.24602
H  2.95804  3.18396  -1.68715
H  5.44229  3.30093  -2.02247
H  6.90157  1.45417  -1.19850
H  5.89066  -0.49382  -0.01276
H  3.41377  -0.62653  0.28931
N  -3.82063  0.52891  1.70691
C  -2.71302  1.10033  1.20275
N  -1.80238  0.16728  0.89775
C  -2.33406  -1.07160  1.29316
C  -1.78397  -2.35653  1.23568
C  -2.61900  -3.42251  1.60049
C  -3.93697  -3.19581  2.03444
C  -4.45911  -1.89532  2.13451
C  -3.62036  -0.85417  1.77001
H  -4.66018  1.02532  2.01268
H  -2.59836  2.17539  1.07708
H  -0.74025  -2.48169  0.92894
H  -2.23006  -4.44186  1.54889
H  -4.55529  -4.05360  2.30099
H  -5.47050  -1.67665  2.47686

Values from the calculation:
- Highest occupied orbital energy (spin up / spin down): -15.493 / -15.520 eV
- Total charge: +3
- HOMO-LUMO gap (spin up / spin down): 2.934 / 2.961 eV
- <S²>: 0.755
- Multiplicity: 2



[5]
Here is the ion C4H9BrN3 with charge +1 from the OMol25 dataset. Energies are from ωB97M-V with the def2-TZVPD basis set.

Element x y z (Å)
C  0.88957  -1.45300  -1.08533
N  0.52938  -0.96245  0.24421
C  -0.86191  -0.56514  0.46358
C  -1.51582  0.48971  -0.46465
C  -0.87634  0.87354  0.90193
N  0.46947  1.31961  0.82892
N  0.67169  2.54463  0.86173
Br  2.36408  3.18992  0.57599
H  1.99924  -1.38637  -1.25549
H  0.71257  -2.61853  -1.16155
H  0.49915  -0.83480  -1.94605
H  0.92959  0.00490  0.53948
H  0.97630  -1.60787  0.82917
H  -1.51559  -1.32359  0.83186
H  -2.52109  0.33922  -0.26775
H  -1.24051  0.71426  -1.51737
H  -1.50980  1.27596  1.62129

Values from the calculation:
- Highest occupied orbital energy: -13.907 eV
- Structure (SMILES): C[NH2+][C@@H]1C[C@@H]1/N=N/Br
- Total charge: +1
- HOMO-LUMO gap: 9.450 eV



Sequential max |F| output: 1.0 0.8 5.7 2.3 3.6 eV Å⁻¹
Sequential electronic energy output: -50959.5699 -86393.8045 -3086.4725 -81570.3390 -78795.8685 eV